Entry 1:
{"formula": "C39H66ClN2O2PRuS4", "method": "ωB97M-V/def2-TZVPD", "de_lowest_kj_mol": 308.6, "spin_multiplicity": 2, "e_homo_ev": [-15.2, -15.2], "lumo_energy_ev": [-10.60, -9.43], "s_squared": 0.897, "total_charge": 3, "e_tot_ev": -116298.1034, "symbols": ["Ru", "C", "C", "S", "C", "C", "S", "C", "C", "S", "C", "C", "S", "H", "H", "H", "H", "H", "H", "H", "H", "H", "H", "H", "H", "H", "H", "H", "H", "Cl", "C", "C", "C", "C", "C", "C", "C", "O", "O", "H", "H", "H", "H", "C", "C", "N", "C", "C", "N", "C", "C", "H", "H", "H", "H", "H", "H", "H", "H", "H", "H", "H", "H", "H", "C", "C", "C", "C", "C", "C", "P", "C", "C", "C", "C", "C", "C", "C", "C", "C", "C", "C", "C", "H", "H", "H", "H", "H", "H", "H", "H", "H", "H", "H", "H", "H", "H", "H", "H", "H", "H", "H", "H", "H", "H", "H", "H", "H", "H", "H", "H", "H", "H", "H", "H", "H"], "xyz": [[-0.51864, 0.21584, 0.60904], [-0.60421, 1.39204, -3.10604], [-2.09320, 1.14573, -2.97678], [-2.63009, 1.00987, -1.23323], [-3.72274, -0.43898, -1.41046], [-4.23726, -0.94039, -0.08119], [-2.93110, -1.45840, 1.07866], [-2.69290, -3.19410, 0.56577], [-1.83585, -3.37585, -0.67146], [-0.26838, -2.48692, -0.37881], [0.48058, -2.46605, -2.03218], [0.08059, -1.29270, -2.89817], [0.41900, 0.30097, -2.07612], [-0.34590, 2.40053, -2.78588], [-0.28845, 1.28114, -4.14389], [-2.40288, 0.23265, -3.48256], [-2.64494, 1.97544, -3.41788], [-4.55870, -0.13061, -2.03987], [-3.15167, -1.20792, -1.92666], [-4.87715, -1.80785, -0.24240], [-4.82709, -0.18422, 0.43561], [-3.68349, -3.62549, 0.42824], [-2.22078, -3.67561, 1.42251], [-2.31443, -3.00180, -1.57450], [-1.61593, -4.43517, -0.81228], [0.22078, -3.40582, -2.51947], [1.55464, -2.44853, -1.84966], [-0.97260, -1.33879, -3.17390], [0.68075, -1.30746, -3.80950], [6.50667, -5.04084, 2.13623], [5.45602, -3.78430, 1.62074], [4.20366, -4.10528, 1.10660], [3.35774, -3.08758, 0.70089], [3.75055, -1.75416, 0.78611], [5.01396, -1.44599, 1.28591], [5.85792, -2.45580, 1.71305], [2.82431, -0.59730, 0.43203], [3.28580, 0.52508, 0.33820], [1.55269, -0.89310, 0.36070], [3.90675, -5.14209, 1.02658], [2.38145, -3.33719, 0.31815], [5.32488, -0.41102, 1.33195], [6.83393, -2.22356, 2.11629], [1.14788, -2.55626, 4.19450], [0.47938, -2.05068, 2.89471], [0.23630, -0.59885, 2.96268], [-0.65759, -0.32312, 4.09750], [0.00384, -0.76762, 5.42583], [1.32580, -1.38465, 5.10376], [2.21964, -0.38437, 4.44790], [1.51054, 0.11820, 3.17097], [2.12736, -2.98967, 3.99535], [0.53990, -3.30668, 4.69704], [-0.48159, -2.54203, 2.74259], [1.11125, -2.25509, 2.03360], [-1.59843, -0.84977, 3.93700], [-0.87177, 0.74248, 4.12436], [-0.60791, -1.49921, 5.95124], [0.16867, 0.07207, 6.10018], [1.76308, -1.70062, 5.97124], [3.16522, -0.87020, 4.21090], [2.42587, 0.42571, 5.14606], [2.15014, -0.02206, 2.30787], [1.28958, 1.18262, 3.23454], [-5.56039, 2.99944, 1.94234], [-4.89829, 1.80721, 2.65125], [-3.43194, 1.64790, 2.23680], [-2.74681, 2.99907, 1.99340], [-3.42550, 3.76770, 0.83919], [-4.87282, 3.30687, 0.61487], [-0.91982, 2.66614, 1.77084], [-0.15768, 3.75454, 3.10184], [-0.75590, 5.18480, 3.09758], [-1.55895, 5.51061, 4.35627], [-0.71637, 5.38554, 5.62737], [0.27136, 4.21369, 5.52501], [-0.20498, 3.16139, 4.51842], [-0.22504, 3.35532, 0.17334], [-0.24124, 4.86595, -0.15171], [1.13264, 5.49974, 0.06329], [2.13863, 4.90928, -0.92915], [1.98813, 3.37744, -1.06169], [1.22121, 2.80291, 0.12286], [-5.49644, 3.88378, 2.58084], [-6.61844, 2.80090, 1.77792], [-5.43322, 0.87842, 2.43633], [-4.96143, 1.94918, 3.73153], [-3.35480, 1.08078, 1.30661], [-2.89222, 1.07858, 3.00025], [-2.82120, 3.57304, 2.91925], [-2.85944, 3.64432, -0.08484], [-3.43227, 4.83379, 1.07452], [-4.89071, 2.42256, -0.02914], [-5.41680, 4.09926, 0.10180], [0.89837, 3.80382, 2.82008], [-1.39329, 5.35447, 2.23179], [0.07367, 5.89066, 3.02241], [-2.43166, 4.85549, 4.43299], [-1.94539, 6.52554, 4.26443], [-1.37296, 5.26275, 6.48908], [-0.16298, 6.30931, 5.79959], [0.41246, 3.75360, 6.50309], [1.25041, 4.57444, 5.19856], [-1.21762, 2.83864, 4.78401], [0.47094, 2.30447, 4.58251], [-0.81308, 2.83901, -0.59274], [-1.00397, 5.39847, 0.40926], [-0.50123, 4.97996, -1.20791], [1.46735, 5.33691, 1.09140], [1.06207, 6.57775, -0.07922], [3.15065, 5.15904, -0.61146], [1.99400, 5.37362, -1.90550], [2.96786, 2.90415, -1.11887], [1.46470, 3.13267, -1.98938], [1.76302, 3.06256, 1.03658], [1.21878, 1.69954, 0.06547]], "forces_ev_per_a": [[1.5, -2.0, -0.8], [0.1, -0.1, 0.3], [0.0, 0.0, 0.2], [-0.2, 0.0, 0.4], [0.2, 0.2, -0.1], [0.2, 0.0, 0.2], [0.0, 0.0, 0.2], [0.1, 0.3, 0.0], [0.3, 0.3, -0.2], [-0.5, 0.1, 0.0], [0.2, 0.0, 0.4], [-0.3, 0.1, 0.2], [-0.1, 0.2, 0.4], [0.0, 0.0, 0.0], [0.1, 0.0, 0.0], [0.0, 0.0, 0.0], [0.0, 0.0, 0.0], [0.0, 0.0, 0.0], [-0.1, 0.0, -0.1], [0.0, 0.0, 0.0], [0.0, 0.0, 0.0], [0.0, -0.1, 0.1], [-0.1, -0.1, 0.0], [-0.1, -0.1, 0.0], [0.0, 0.0, 0.0], [0.1, 0.0, 0.0], [0.0, -0.1, 0.0], [0.0, 0.0, 0.0], [0.0, 0.1, 0.0], [0.0, 0.0, 0.0], [-0.1, 0.1, -0.1], [0.1, 0.0, 0.0], [0.0, 0.1, 0.1], [-0.5, 0.2, -0.1], [-0.1, 0.0, 0.0], [0.1, -0.1, 0.1], [1.2, 0.3, 0.0], [-0.3, 0.0, 0.0], [-1.2, 0.4, 0.3], [0.0, 0.0, 0.0], [-0.2, -0.1, -0.1], [0.0, 0.0, 0.0], [0.0, 0.0, 0.0], [-0.1, -0.3, -0.3], [0.0, -0.1, -0.1], [-0.5, 0.5, -0.8], [-0.1, 0.0, 0.0], [-0.4, 0.1, 0.0], [0.1, -0.1, 0.3], [0.2, 0.3, -0.3], [0.1, 0.1, 0.0], [0.0, 0.1, 0.1], [0.0, 0.1, 0.1], [0.0, 0.0, 0.1], [0.0, 0.0, 0.1], [0.0, 0.0, 0.0], [0.0, -0.1, 0.0], [0.1, -0.1, 0.0], [0.1, 0.0, 0.0], [0.0, 0.0, 0.0], [0.0, -0.1, 0.0], [-0.1, -0.1, 0.1], [-0.1, 0.1, 0.3], [0.0, -0.1, 0.0], [0.0, -0.1, -0.1], [0.0, 0.1, 0.0], [-0.1, 0.1, 0.2], [0.2, -0.6, -0.1], [0.0, 0.0, -0.1], [0.0, 0.1, 0.2], [-0.2, 0.7, -1.5], [0.5, -0.9, 0.3], [-0.3, 0.1, -0.1], [0.0, 0.0, 0.1], [0.0, 0.1, 0.0], [-0.1, 0.0, 0.0], [0.2, 0.1, 0.1], [0.1, -0.1, 0.3], [0.0, 0.1, 0.2], [-0.1, 0.0, -0.2], [0.0, 0.0, 0.1], [0.1, 0.1, 0.0], [-0.3, 0.0, -0.1], [-0.1, 0.0, 0.0], [0.0, 0.1, 0.1], [0.0, 0.0, 0.0], [0.0, -0.1, 0.0], [0.0, 0.0, 0.1], [0.0, -0.1, -0.1], [0.1, 0.0, 0.0], [0.0, 0.1, 0.0], [0.1, 0.0, 0.0], [-0.1, 0.0, 0.0], [0.0, -0.1, -0.1], [0.0, 0.1, 0.0], [0.1, 0.0, 0.0], [0.0, 0.0, -0.1], [0.0, 0.0, 0.0], [-0.1, 0.0, 0.0], [0.0, 0.0, 0.0], [0.0, 0.0, 0.0], [0.1, 0.0, 0.0], [0.0, 0.0, 0.0], [0.0, -0.1, 0.0], [-0.2, 0.0, 0.0], [0.0, 0.0, 0.1], [-0.1, 0.0, -0.1], [-0.1, 0.0, 0.0], [0.0, 0.1, 0.0], [0.0, 0.0, 0.1], [0.0, 0.0, 0.0], [0.0, 0.0, 0.0], [-0.1, -0.1, 0.0], [0.0, 0.0, 0.0], [0.0, -0.2, 0.0], [0.2, 0.3, 0.1]]}



Entry 2:
{"formula": "C39H69N4O9", "method": "ωB97M-V/def2-TZVPD", "spin_multiplicity": 4, "e_homo_ev": [-8.4, -9.3], "lumo_energy_ev": [-0.63, -0.63], "s_squared": 3.762, "total_charge": 0, "e_tot_ev": -65945.5818, "symbols": ["C", "C", "C", "C", "N", "C", "C", "C", "C", "O", "O", "C", "C", "O", "C", "O", "O", "C", "O", "H", "H", "H", "H", "H", "H", "H", "H", "H", "H", "H", "H", "H", "H", "H", "C", "C", "C", "C", "C", "C", "N", "O", "C", "C", "C", "H", "H", "H", "H", "H", "H", "H", "H", "H", "H", "H", "H", "H", "H", "H", "H", "H", "H", "C", "C", "C", "C", "C", "C", "N", "O", "C", "C", "C", "H", "H", "H", "H", "H", "H", "H", "H", "H", "H", "H", "H", "H", "H", "H", "H", "H", "H", "C", "C", "C", "C", "C", "C", "N", "O", "C", "C", "C", "H", "H", "H", "H", "H", "H", "H", "H", "H", "H", "H", "H", "H", "H", "H", "H", "H", "H"], "xyz": [[1.44976, 1.44268, -0.84340], [1.02029, 2.58673, 0.05898], [-0.44636, 2.95324, -0.05471], [-0.84828, 3.37278, -1.47018], [-2.18297, 2.90500, -1.88335], [-3.21507, 3.73513, -1.49433], [-3.99402, 3.75710, -0.42077], [-4.10276, 2.91876, 0.79280], [-4.58688, 1.50826, 0.61230], [-4.94810, 0.85225, 1.55716], [-4.67754, 1.01859, -0.68568], [-3.88143, -0.05772, -0.97982], [-3.93468, -0.39099, -2.43464], [-3.22031, -0.64311, -0.17094], [-4.89975, 4.93044, -0.56027], [-5.88404, 5.17846, 0.08020], [-4.43407, 5.70543, -1.58865], [-3.62078, 4.89710, -2.35669], [-3.34843, 5.11987, -3.50733], [1.72126, 1.82506, -1.81546], [2.34705, 0.98415, -0.45755], [0.69625, 0.67755, -0.95784], [1.65014, 3.45053, -0.08245], [1.18497, 2.28298, 1.08363], [-1.04790, 2.11083, 0.26032], [-0.62362, 3.77286, 0.63282], [-0.79466, 4.43752, -1.62599], [-0.14321, 2.91188, -2.14350], [-2.34303, 1.94510, -1.63222], [-4.86238, 3.37201, 1.40945], [-3.19927, 2.92840, 1.37669], [-4.87778, -0.87647, -2.63060], [-3.89373, 0.52912, -2.99424], [-3.10004, -1.01774, -2.67211], [3.67820, -3.56397, -1.30486], [3.17398, -2.76632, -2.52789], [3.18444, -3.65713, -3.76805], [4.58832, -3.92845, -4.30862], [5.34977, -2.62098, -4.52985], [5.37429, -1.72111, -3.29553], [4.00215, -1.54207, -2.74056], [3.34992, -0.67859, -3.44212], [6.32392, -2.30882, -2.23535], [5.96155, -0.36505, -3.66261], [1.74411, -2.36382, -2.20252], [4.45584, -4.28518, -1.54956], [4.05549, -2.89613, -0.53004], [2.86282, -4.13770, -0.86941], [2.59208, -3.18289, -4.55707], [2.68648, -4.59892, -3.53021], [5.14268, -4.58269, -3.63040], [4.51322, -4.46821, -5.25424], [6.37624, -2.83454, -4.83381], [4.88659, -2.08084, -5.36131], [6.25448, -1.74950, -1.30197], [7.35275, -2.24068, -2.58699], [6.14739, -3.35898, -2.01904], [5.42840, 0.10524, -4.48597], [6.99745, -0.49280, -3.97311], [5.94269, 0.31421, -2.80956], [1.71235, -1.70333, -1.33380], [1.15355, -3.24843, -1.97758], [1.25549, -1.85761, -3.03397], [-4.75460, -5.62652, 1.54814], [-3.64429, -5.20372, 0.56015], [-4.05085, -3.91716, -0.15793], [-5.14386, -4.13154, -1.20578], [-4.75759, -5.24135, -2.18399], [-4.37088, -6.54576, -1.48967], [-3.36463, -6.29946, -0.41672], [-2.19256, -6.15244, -0.93480], [-5.62753, -7.22933, -0.91987], [-3.80382, -7.52120, -2.51219], [-2.41094, -4.93876, 1.41212], [-5.75843, -5.39993, 1.19398], [-4.69747, -6.69202, 1.77056], [-4.64154, -5.09396, 2.49073], [-3.17626, -3.48101, -0.64933], [-4.38230, -3.18480, 0.57954], [-6.09883, -4.36314, -0.72650], [-5.30117, -3.20219, -1.75683], [-5.58302, -5.43717, -2.87106], [-3.91947, -4.89492, -2.79736], [-5.35564, -8.09269, -0.31216], [-6.25449, -7.58361, -1.73725], [-6.25372, -6.57319, -0.32156], [-2.96438, -7.10024, -3.06155], [-4.57633, -7.77342, -3.23695], [-3.47227, -8.44286, -2.03285], [-2.08387, -5.84730, 1.92050], [-2.65131, -4.19190, 2.16640], [-1.57903, -4.55283, 0.82700], [4.31503, 6.51161, 4.80143], [3.19235, 6.27130, 3.76766], [1.94768, 7.06781, 4.15489], [1.20111, 6.48597, 5.35451], [0.89277, 5.00536, 5.13656], [2.12429, 4.17950, 4.77082], [2.88049, 4.81548, 3.65249], [2.29228, 4.57362, 2.53146], [3.02262, 3.99690, 6.00785], [1.69451, 2.77547, 4.36698], [3.73006, 6.78472, 2.43886], [3.94748, 6.63839, 5.81789], [5.03716, 5.69551, 4.79304], [4.85783, 7.42441, 4.56198], [1.26354, 7.10399, 3.30127], [2.23873, 8.09935, 4.36206], [1.77820, 6.62466, 6.27255], [0.26795, 7.03285, 5.49948], [0.43653, 4.58381, 6.03394], [0.14816, 4.91542, 4.33912], [3.96438, 3.52043, 5.73449], [2.52358, 3.35363, 6.73143], [3.24639, 4.92272, 6.53088], [0.96564, 2.78448, 3.55856], [1.23146, 2.28063, 5.21907], [2.55056, 2.17856, 4.05015], [4.60573, 6.21515, 2.12475], [4.02269, 7.82742, 2.54939], [2.98663, 6.73676, 1.64601]], "forces_ev_per_a": [[0.4, 0.5, -0.1], [-0.2, -0.6, 0.4], [0.1, 0.8, -0.2], [0.1, -0.9, -0.2], [-0.2, 0.2, -0.2], [0.4, 0.1, -0.1], [-0.5, 0.3, 0.1], [-0.5, 0.0, -0.7], [-0.8, -1.3, 2.0], [0.4, 0.6, -1.3], [0.4, 0.6, 0.1], [0.4, -0.9, 0.1], [-0.2, 0.6, 0.5], [-0.1, 0.5, 0.0], [-0.5, -0.3, 0.8], [0.8, 0.2, -0.4], [-0.7, 0.3, -0.7], [0.9, 0.3, -1.3], [-0.3, -0.1, 1.6], [0.0, -0.1, -0.5], [0.3, -0.3, 0.2], [-0.3, -0.3, 0.0], [0.2, 0.4, -0.2], [0.1, 0.0, 0.4], [-0.2, -0.4, 0.1], [-0.3, 0.1, 0.3], [0.0, 0.4, 0.0], [0.2, 0.0, -0.4], [0.1, -0.2, 0.3], [-0.3, 0.2, 0.4], [0.5, -0.3, 0.2], [-0.3, -0.2, -0.2], [-0.1, 0.3, -0.4], [0.3, -0.4, -0.2], [0.2, 0.0, 0.0], [-0.1, -0.9, 1.2], [0.2, 0.0, -0.5], [0.0, 0.1, 0.1], [-0.4, -0.3, -0.2], [1.3, -0.2, 0.7], [-0.6, -0.1, -1.8], [-0.1, 0.4, 0.4], [-0.1, -0.2, 0.1], [-0.2, 0.3, -0.2], [-0.3, 0.5, -0.2], [0.0, 0.1, 0.0], [0.0, 0.0, 0.0], [-0.1, 0.0, -0.1], [0.0, 0.1, 0.1], [0.0, 0.0, 0.1], [0.0, 0.0, 0.0], [0.0, 0.0, 0.0], [0.1, 0.1, 0.1], [-0.1, 0.1, 0.1], [0.0, 0.0, 0.0], [0.0, 0.1, -0.1], [-0.1, 0.0, 0.0], [-0.1, 0.0, 0.1], [0.1, -0.1, 0.0], [0.0, 0.0, 0.0], [0.0, 0.0, 0.0], [0.1, -0.2, 0.1], [0.1, 0.1, 0.0], [-0.1, -0.1, -0.1], [-0.7, 0.0, 1.3], [-0.1, 0.1, -0.5], [0.1, -0.1, 0.1], [0.1, 0.5, 0.1], [-1.1, -0.9, 0.0], [0.6, 1.4, -1.1], [0.2, -0.5, 0.3], [-0.1, 0.1, 0.2], [0.4, 0.0, -0.1], [0.4, -0.1, -0.2], [0.0, -0.1, 0.0], [0.0, 0.0, 0.0], [0.1, 0.1, 0.0], [0.1, -0.1, 0.0], [0.0, 0.0, 0.1], [0.0, 0.0, 0.0], [0.0, 0.0, 0.0], [0.0, -0.1, 0.0], [0.1, -0.1, 0.1], [0.0, 0.0, 0.0], [0.1, 0.0, -0.1], [0.1, 0.0, 0.0], [0.0, 0.0, 0.1], [-0.1, 0.0, 0.0], [0.0, 0.0, 0.0], [0.0, 0.0, 0.0], [-0.1, 0.0, 0.0], [0.0, -0.1, -0.1], [0.0, -0.1, 0.2], [1.2, 0.7, 0.5], [-0.5, -0.1, 0.1], [0.1, -0.1, 0.0], [-0.2, 0.4, -0.2], [0.5, -0.7, 1.2], [-1.7, 0.6, -0.5], [0.4, -0.3, -0.3], [0.1, 0.2, 0.1], [-0.1, -0.1, -0.4], [-0.1, -0.2, -0.4], [0.0, -0.1, 0.0], [0.0, 0.0, 0.0], [-0.1, 0.0, -0.1], [0.1, -0.1, -0.1], [0.1, 0.0, 0.0], [0.0, 0.0, 0.0], [0.0, 0.0, 0.0], [0.0, -0.1, 0.0], [0.1, 0.0, -0.1], [0.0, 0.0, 0.0], [-0.1, -0.1, -0.1], [0.0, 0.0, -0.1], [0.1, 0.1, 0.0], [0.0, 0.0, 0.1], [0.0, 0.0, 0.0], [0.0, 0.0, 0.0], [0.0, 0.0, 0.1], [0.0, -0.1, 0.0]]}



Number 1: molar mass 890.734 g mol⁻¹. Number 2: molar mass 738.000 g mol⁻¹.